one:
Molecular formula: C5H6NS
Method: DFT, the ωB97M-V functional and the def2-TZVPD basis

Values from the calculation:
charge: +1
LUMO level: -7.47 eV

Cartesian coordinates (Å):
C  2.7032  -0.3773  0.0834
C  -0.5451  -0.5034  -0.1239
C  -0.0055  0.6388  -0.1053
C  -0.9526  -1.8481  -0.0670
C  -0.6443  2.0150  0.1271
N  3.3000  -1.3568  0.0236
S  1.8205  1.0826  -0.1515
H  -1.6168  -2.0335  -0.8340
H  -1.5684  -2.1228  0.9122
H  -0.0481  -2.3395  -0.3642
H  -0.1871  2.4580  0.9077
H  -1.6399  1.8283  0.2999
H  -0.6159  2.5586  -0.7080



two:
Molecular formula: C5H6NS
Method: DFT, the ωB97M-V functional and the def2-TZVPD basis

Values from the calculation:
charge: +1
LUMO level (spin up / spin down): -5.38 / -5.38 eV

Cartesian coordinates (Å):
C  0.8069  -0.9582  -1.1022
C  0.4583  -0.8610  0.1975
C  1.0121  0.7407  -2.7954
C  -0.3562  0.6887  2.1371
C  -1.1203  0.7098  3.1655
N  1.2572  0.1242  -1.7348
S  0.6064  0.7617  0.8693
H  0.8756  -1.9236  -1.5955
H  0.0698  -1.6527  0.8078
H  1.6707  1.5525  -3.0728
H  -2.1472  1.0531  3.1182
H  -0.8014  0.3740  4.1475
H  0.1557  0.5371  -3.4421



Last place for stability: one



one:
Molecular formula: C3H13N4
Method: DFT, the ωB97M-V functional and the def2-TZVPD basis

Values from the calculation:
charge: +1
LUMO level: -4.67 eV

Cartesian coordinates (Å):
C  2.5139  -1.5319  0.5006
C  -1.0512  2.3446  0.9238
C  -0.7311  0.0798  0.6431
N  -0.3374  -0.1370  1.8870
N  -1.3973  -0.8435  -2.1934
N  -0.6425  1.3962  0.1593
N  -0.3211  1.3855  -1.1017
H  2.1544  -2.2302  1.2733
H  2.7573  -2.2627  -0.2449
H  3.5060  -1.3097  0.9243
H  -1.0389  3.3230  0.6026
H  -1.2744  2.0406  1.9037
H  1.9907  -0.6445  0.3233
H  -0.5791  -1.0950  2.1714
H  -0.1132  0.5842  2.6377
H  -1.4595  -1.7016  -1.5875
H  -0.7381  -1.1478  -2.8237
H  -0.4283  2.2451  -1.6509
H  -0.5592  0.4233  -1.5451
H  -2.2511  -0.9185  -2.8030



two:
Molecular formula: C3H13N4
Method: DFT, the ωB97M-V functional and the def2-TZVPD basis

Values from the calculation:
charge: +1
LUMO level: -2.88 eV

Cartesian coordinates (Å):
C  0.5167  0.5498  1.4280
C  -0.9440  0.5849  -1.4417
C  0.3183  -0.3987  0.4048
N  0.1488  0.7444  -2.2084
N  -1.4038  1.6224  -0.6439
N  1.4271  -1.0419  -0.0611
N  -0.5386  -1.6089  1.1270
H  1.3270  1.1476  0.8996
H  -0.3387  1.3028  1.6016
H  0.6987  0.0880  2.4300
H  -1.5347  -0.2318  -1.6701
H  0.5817  -0.0021  -2.6984
H  0.7948  1.3665  -1.8200
H  -0.7319  2.4586  -0.4918
H  -2.3821  1.7267  -0.4123
H  2.2681  -1.0975  0.5198
H  1.5694  -1.3308  -0.9888
H  -0.4106  -2.5555  0.5943
H  0.1195  -1.6892  1.9276
H  -1.4858  -1.6354  1.5036



three:
Molecular formula: C3H13N4
Method: DFT, the ωB97M-V functional and the def2-TZVPD basis

Values from the calculation:
charge: +1
LUMO level: -2.85 eV

Cartesian coordinates (Å):
C  0.1807  -0.6259  2.4338
C  0.9956  -0.3533  -2.1944
C  -1.1405  0.4536  -0.9885
N  -0.9785  1.5109  0.0470
N  0.5252  -0.1296  1.1184
N  0.0361  -0.4126  -1.1123
N  0.1427  -1.0853  0.0464
H  0.1349  0.1906  3.0966
H  -0.7296  -1.2194  2.1714
H  0.9856  -1.3305  2.8750
H  0.7292  0.3552  -2.8708
H  2.0099  -0.0677  -1.7516
H  1.0721  -1.2677  -2.7140
H  -1.4348  0.8925  -2.0045
H  -1.9500  -0.1253  -0.5155
H  -0.6224  2.3833  -0.3221
H  -0.1998  0.8571  0.8923
H  1.4608  0.2853  1.1192
H  0.6480  -1.9159  0.0687
H  -1.8651  1.6047  0.6050



Last place for stability: one



one:
Molecular formula: C6H11ClN
Method: DFT, the ωB97M-V functional and the def2-TZVPD basis

Values from the calculation:
charge: +1
SMILES: C=CCC/[N+](C)=C/Cl
LUMO level: -5.02 eV

Cartesian coordinates (Å):
C  1.6160  -2.0942  0.1495
C  1.0652  -1.1817  -0.6842
C  1.1604  0.2691  -0.4173
C  -0.1607  1.0320  -0.6482
N  -1.3758  0.5811  -0.1100
C  -1.4609  0.6451  1.2708
C  -2.3191  0.0316  -0.7913
Cl  -3.7641  -0.4673  -0.0690
H  1.9554  -1.8462  1.0710
H  1.5927  -3.1553  0.1136
H  0.6920  -1.3003  -1.7011
H  2.0686  0.6873  -0.9423
H  1.6163  0.2470  0.6759
H  -0.0090  2.1171  -0.4403
H  -0.1783  1.1659  -1.8010
H  -1.9824  1.5455  1.7457
H  -0.4611  0.6752  1.7061
H  -2.1132  -0.1345  1.8474
H  -2.3110  -0.1153  -1.9018



two:
Molecular formula: C6H11ClN
Method: DFT, the ωB97M-V functional and the def2-TZVPD basis

Values from the calculation:
charge: +1
SMILES: C=C(C)[N+](=C)[C@H](C)Cl
LUMO level: -5.44 eV

Cartesian coordinates (Å):
C  1.1576  -0.3879  -2.0341
C  0.0567  -0.0987  -1.2933
C  -1.0383  0.7842  -1.8022
N  0.0612  -0.3974  0.0942
C  0.3494  -1.6409  0.3391
C  -0.3454  0.4542  1.1733
C  0.3674  0.2736  2.5748
Cl  -2.1264  0.0733  1.3998
H  2.1806  -0.6342  -1.5912
H  1.0876  -0.0661  -3.1848
H  -1.1433  1.1070  -2.8458
H  -0.9079  1.7363  -1.2474
H  -2.1062  0.5009  -1.4985
H  0.5963  -2.2775  -0.5709
H  0.6417  -2.0753  1.2730
H  -0.3753  1.4512  0.7145
H  0.2605  1.3185  2.9028
H  -0.1221  -0.3980  3.2503
H  1.4060  0.2769  2.3465



Last place for stability: one



one:
Molecular formula: C2H2N4S
Method: DFT, the ωB97M-V functional and the def2-TZVPD basis

Values from the calculation:
SMILES: S=c1nncn[nH]1
LUMO level: -1.51 eV

Cartesian coordinates (Å):
S  1.9710  -1.1433  1.6948
C  0.9935  -0.3471  0.6584
N  1.1447  0.9658  0.1664
N  0.1776  1.5529  -0.4216
C  -0.9484  0.8842  -0.6766
N  -1.1115  -0.4294  -0.6148
N  -0.1137  -0.9511  0.0740
H  -1.8051  1.3432  -1.1483
H  -0.3082  -1.8752  0.2678



two:
Molecular formula: C2H2N4S
Method: DFT, the ωB97M-V functional and the def2-TZVPD basis

Values from the calculation:
SMILES: Sc1cnnnn1
LUMO level: -0.96 eV

Cartesian coordinates (Å):
S  -0.4238  -1.9869  -0.9719
C  -0.1239  -0.3828  -0.3456
C  0.5291  -0.2870  0.7968
N  0.7994  0.8971  1.4046
N  0.6496  1.9173  0.8084
N  0.0161  1.9688  -0.3410
N  -0.6183  0.8301  -0.7836
H  -1.4400  -1.8403  -1.9694
H  0.6118  -1.1163  1.4018



Last place for stability: two



one:
Molecular formula: CH7NOS2
Method: DFT, the ωB97M-V functional and the def2-TZVPD basis

Values from the calculation:
SMILES: NCO.SS
LUMO level: -0.07 eV

Cartesian coordinates (Å):
N  -1.6789  0.2187  1.1383
C  -1.6044  0.4740  -0.3228
O  -2.2780  -0.3697  -1.2509
H  -1.3612  -0.6047  1.4488
H  -2.5845  0.4548  1.5293
H  -0.5286  0.1969  -0.6043
H  -1.7586  1.6529  -0.3162
H  -2.2585  -1.2638  -0.9501
S  3.7201  0.0865  0.9468
S  3.1091  -0.5864  -1.0214
H  4.5295  -0.9144  0.8970
H  2.6938  0.6551  -1.4944



two:
Molecular formula: CH7NOS2
Method: DFT, the ωB97M-V functional and the def2-TZVPD basis

Values from the calculation:
SMILES: NCO.SS
LUMO level: 0.34 eV

Cartesian coordinates (Å):
N  0.9790  0.2837  0.7969
C  1.4210  0.0888  -0.5894
O  1.6594  -1.2607  -0.8970
H  0.8777  -0.5951  1.3001
H  1.5702  0.9237  1.2948
H  0.6669  0.5133  -1.2600
H  2.3807  0.5704  -0.7138
H  0.8696  -1.7818  -0.7390
S  -2.4698  0.9742  1.0066
S  -2.9352  -0.5993  -0.3152
H  -1.1406  0.7365  1.0221
H  -3.8788  0.1464  -0.9061



Last place for stability: one



one:
Molecular formula: C3H3F3O
Method: DFT, the ωB97M-V functional and the def2-TZVPD basis

Values from the calculation:
LUMO level: 0.79 eV

Cartesian coordinates (Å):
C  -1.8987  -1.1529  0.2932
C  1.6475  1.0607  0.8633
C  -2.0142  0.2037  0.3061
O  1.7537  1.5243  -0.3839
F  2.1880  -0.0991  0.9364
F  -3.0969  0.9248  0.6624
F  -0.9614  0.9676  -0.1707
H  -2.5549  -1.9328  0.4702
H  -0.9077  -1.4495  -0.0472
H  1.0538  2.1319  -0.5375



two:
Molecular formula: C3H3F3O
Method: DFT, the ωB97M-V functional and the def2-TZVPD basis

Values from the calculation:
SMILES: O[C@]1(F)CC1(F)F
LUMO level: 0.47 eV

Cartesian coordinates (Å):
O  0.1239  -1.4881  0.9305
C  0.2172  -0.2051  0.6017
F  1.4189  0.4996  1.4427
C  -0.9263  0.5838  -0.0086
C  0.2130  0.2498  -0.8624
F  0.0131  -0.5767  -1.9017
F  0.9726  1.2741  -1.3582
H  0.9883  -2.0728  0.9321
H  -1.8835  0.0255  -0.0632
H  -1.1372  1.7099  0.2871



Last place for stability: one